DFT (ωB97M-V/def2-TZVPD) results for 2 unconnected molecules or ions with the total composition C6H14O2.

```
22
Properties=species:S:1:pos:R:3:mulliken_charge:R:1
O 0.141 -3.026 1.451 -0.624
O 1.743 -0.500 -1.980 -0.534
C -1.954 -0.478 0.530 -1.111
C 0.958 1.366 -0.599 -0.456
C -1.516 1.822 1.320 -1.223
C 0.369 0.258 0.377 -0.684
C 1.084 0.777 -2.016 -0.698
C -1.068 0.480 0.808 0.833
H -1.617 -1.285 -0.105 0.268
H -0.704 -3.483 1.481 0.308
H 0.431 -0.724 -0.078 0.406
H 0.688 -3.670 0.973 0.312
H -1.133 2.589 0.645 0.295
H 0.088 0.611 -2.400 0.331
H 0.298 2.227 -0.669 0.316
H -2.594 1.946 1.248 0.362
H -2.989 -0.449 0.828 0.300
H 2.672 -0.332 -1.807 0.295
H 0.997 0.282 1.248 0.343
H -1.158 2.050 2.316 0.275
H 1.871 1.591 -0.053 0.314
H 1.743 1.431 -2.588 0.370
```

Summary:
- LUMO level (Ha) = 0.0308
- total charge = 0
- max |F| (eV/Å) = 2.24
- calculated total energy (a.u.) = -387.43705
- HOMO level (eV) = -8.86
- gap between HOMO and LUMO (eV) = 9.695

=====

DFT (ωB97M-V/def2-TZVPD) results for 3 unconnected molecules or ions with the total composition C6H14O2.

```
22
Properties=species:S:1:pos:R:3:mulliken_charge:R:1
O -2.277 0.508 -2.144 -0.589
O -1.593 -1.896 -3.436 -0.732
C 1.434 0.330 1.936 -0.228
C 2.184 1.625 2.230 -1.055
C -0.193 1.436 0.306 -1.147
C -0.136 -1.022 0.793 -0.411
C 0.469 -1.914 0.015 -0.785
C 0.337 0.338 1.128 0.530
H -2.017 -0.199 -2.741 0.382
H -2.390 -1.889 -2.892 0.332
H 1.642 2.425 1.793 0.300
H 2.171 1.507 3.295 0.300
H 0.315 1.463 -0.692 0.230
H 3.201 1.446 1.888 0.259
H -0.919 -2.298 -2.849 0.342
H -3.187 0.730 -2.131 0.277
H -1.293 1.340 0.278 0.280
H 2.015 -0.557 2.198 0.367
H 0.027 -2.827 -0.465 0.322
H 1.481 -1.931 -0.330 0.286
H -0.088 2.414 0.798 0.434
H -1.184 -1.029 1.021 0.310
```

Summary:
- LUMO level (Ha) = 0.0226
- total charge = 0
- max |F| (eV/Å) = 4.69
- calculated total energy (a.u.) = -387.39828
- HOMO level (eV) = -8.58
- gap between HOMO and LUMO (eV) = 9.191

=====

DFT (ωB97M-V/def2-TZVPD) results for C6H14O2S2 in the gas phase.

```
24
Properties=species:S:1:pos:R:3:mulliken_charge:R:1
S -0.365 -2.301 0.196 0.027
S 1.368 -2.041 -0.636 0.074
O 2.433 -1.543 0.534 -0.336
O -1.137 -0.882 0.367 -0.298
C 2.163 -0.255 1.026 -0.453
C -2.113 -0.653 -0.753 -0.397
C -4.073 0.129 0.480 -0.942
C 3.908 0.884 -0.478 -0.977
C -2.854 0.639 -0.509 -0.423
C 2.398 0.840 -0.011 -0.368
H 4.182 1.427 -1.475 0.295
H -3.178 1.124 -1.440 0.325
H -2.883 -1.481 -0.830 0.267
H -4.506 1.082 1.017 0.321
H 4.328 1.232 0.476 0.291
H -4.696 -0.645 -0.114 0.295
H 4.203 -0.175 -0.579 0.254
H -1.314 -0.687 -1.644 0.382
H 1.088 -0.236 1.453 0.149
H -3.541 -0.329 1.419 0.229
H -2.176 1.339 0.189 0.214
H 1.663 0.815 -0.847 0.266
H 2.818 -0.143 1.843 0.412
H 2.282 1.862 0.318 0.392
```

Summary:
- LUMO level (Ha) = 0.0300
- total charge = 0
- max |F| (eV/Å) = 3.42
- calculated total energy (a.u.) = -1183.75331
- HOMO level (eV) = -9.07
- gap between HOMO and LUMO (eV) = 9.890

=====

DFT (ωB97M-V/def2-TZVPD) results for 3 unconnected molecules or ions with the total composition C6H14O4.

```
24
Properties=species:S:1:pos:R:3:mulliken_charge:R:1
O -0.566 1.830 0.190 -0.616
O -1.770 0.511 -1.496 -0.684
O -0.936 -1.227 -2.663 -0.399
O -0.528 -0.169 1.330 -0.312
C -1.898 0.044 1.706 -0.668
C 0.141 0.850 0.704 0.662
C 1.356 1.263 1.491 -1.416
C 1.584 -1.473 -0.573 -0.966
C 1.091 -0.088 -0.937 -0.729
C -1.170 -0.589 -1.500 -0.018
H 1.850 0.665 -0.739 0.423
H 1.998 0.407 1.682 0.313
H 1.017 1.665 2.450 0.383
H 1.609 -1.621 0.510 0.252
H -2.171 -0.831 2.291 0.236
H -1.984 0.947 2.313 0.290
H 2.598 -1.655 -0.941 0.342
H -1.212 1.400 -0.555 0.504
H 0.943 -2.252 -0.988 0.296
H -1.083 -0.595 -3.389 0.378
H -1.184 -1.294 -0.667 0.533
H 1.906 2.031 0.954 0.401
H 0.958 0.058 -2.007 0.479
H -2.549 0.124 0.834 0.317
```

Summary:
- LUMO level (Ha) = 0.0280
- total charge = 0
- max |F| (eV/Å) = 2.39
- calculated total energy (a.u.) = -537.87206
- HOMO level (eV) = -8.10
- gap between HOMO and LUMO (eV) = 8.860

=====

DFT (ωB97M-V/def2-TZVPD) results for C6H14OSi2 in the gas phase.

```
23
Properties=species:S:1:pos:R:3:mulliken_charge:R:1
Si -0.130 0.347 -0.026 0.289
Si 2.699 -1.216 -0.021 0.267
O 1.218 -0.527 0.097 0.131
C -1.520 -0.775 -0.961 -0.764
C -1.826 -2.149 -0.337 -1.151
C -1.048 0.913 1.511 -0.115
C 1.351 2.498 -1.311 -0.778
C -0.698 0.999 2.788 -0.763
C 0.188 1.791 -1.301 -0.233
H 2.983 -1.566 1.303 -0.150
H -2.528 -0.282 -1.030 0.332
H -2.055 -2.025 0.722 0.286
H 3.675 -0.393 -0.653 -0.114
H 0.130 0.741 3.345 0.345
H -1.421 1.547 3.354 0.241
H -2.569 -2.663 -0.921 0.385
H 2.053 2.597 -0.618 0.384
H 2.559 -2.566 -0.535 -0.131
H 1.533 3.171 -2.208 0.181
H -0.500 1.787 -2.138 0.325
H -2.001 1.388 1.263 0.258
H -0.836 -2.651 -0.392 0.236
H -1.257 -0.964 -1.931 0.537
```

Summary:
- LUMO level (Ha) = 0.0295
- total charge = 0
- max |F| (eV/Å) = 6.74
- calculated total energy (a.u.) = -891.22193
- HOMO level (eV) = -9.47
- gap between HOMO and LUMO (eV) = 10.275

=====

DFT (ωB97M-V/def2-TZVPD) results for a gas-phase ion, C6H14P (charge +1).

```
21
Properties=species:S:1:pos:R:3:mulliken_charge:R:1
P -0.265 -0.111 0.352 1.187
C 0.647 1.986 -1.360 -0.849
C 0.665 0.275 -1.041 0.440
C 0.437 0.622 1.850 -1.473
C -0.358 -1.847 0.932 -1.354
C 1.265 -0.683 -2.035 -0.972
C -1.884 0.609 0.231 -1.501
H 1.606 -1.654 -1.390 0.269
H 0.299 2.613 -0.565 0.278
H 1.494 0.515 2.069 0.405
H -2.473 0.506 1.035 0.539
H 0.094 0.097 2.637 0.524
H 0.328 -2.017 1.747 0.418
H 0.419 1.670 1.807 0.381
H -0.162 -2.546 0.107 0.437
H -1.900 1.575 -0.092 0.435
H -2.624 0.206 -0.472 0.417
H 1.314 2.293 -2.177 0.316
H 0.623 -1.196 -2.750 0.288
H 2.077 -0.165 -2.520 0.374
H -1.326 -1.957 1.296 0.443
```

Summary:
- LUMO level (spin up / spin down) (Ha) = -0.1768 / -0.1609
- total charge = +1
- max |F| (eV/Å) = 7.79
- calculated total energy (a.u.) = -577.97419
- HOMO level (spin up / spin down) (eV) = -13.45 / -13.24
- gap between HOMO and LUMO (spin up / spin down) (eV) = 8.642 / 8.860

=====

DFT (ωB97M-V/def2-TZVPD) results for a molecular structure, C6H15BrO4PZn.

```
28
Properties=species:S:1:pos:R:3:mulliken_charge:R:1
Br 17.614 20.423 -21.482 0.236
Zn 19.107 21.025 -19.682 0.772
P 12.529 22.043 -21.657 0.817
O 12.396 23.670 -21.406 -0.242
O 11.342 21.701 -22.711 -0.010
O 13.950 21.958 -22.442 -0.105
O 12.500 21.185 -20.462 -0.508
C 13.212 25.143 -19.626 -1.122
C 9.427 22.496 -23.537 -1.177
C 10.042 21.761 -22.373 -0.175
C 14.892 20.963 -24.484 -1.110
C 14.276 20.718 -23.159 -0.049
C 13.559 24.256 -20.862 -0.308
H 15.968 21.102 -24.380 0.241
H 14.182 25.572 -19.375 0.358
H 9.855 23.452 -23.839 0.334
H 9.923 20.703 -22.137 0.373
H 14.174 24.683 -21.655 0.394
H 9.365 22.021 -24.516 0.357
H 13.375 20.118 -23.290 0.338
H 12.557 25.976 -19.884 0.340
H 12.820 24.453 -18.878 0.298
H 9.929 22.227 -21.395 0.392
H 14.773 20.141 -25.189 0.387
H 14.995 20.276 -22.469 0.063
H 8.402 22.741 -23.261 0.398
H 14.158 23.407 -20.533 0.362
H 14.567 21.818 -25.077 0.347
```

Summary:
- LUMO level (spin up / spin down) (Ha) = -0.4064 / -0.4327
- total charge = +2
- max |F| (eV/Å) = 4.80
- calculated total energy (a.u.) = -5232.54936
- HOMO level (spin up / spin down) (eV) = -17.38 / -17.02
- gap between HOMO and LUMO (spin up / spin down) (eV) = 6.324 / 5.243
- 2S+1 = 2

=====

DFT (ωB97M-V/def2-TZVPD) results for a molecular structure, C6H15ClGaI2N2O2P.

```
30
Properties=species:S:1:pos:R:3:mulliken_charge:R:1
I -1.508 1.233 -1.593 0.271
I 1.615 -1.097 -0.583 0.143
Ga -0.317 0.251 0.675 1.066
Cl -1.176 0.011 2.662 -0.204
P -1.618 -1.726 -0.134 -0.172
O 1.685 0.204 -4.108 -0.107
O 0.866 1.759 1.184 -0.421
N 1.412 2.791 -0.823 -0.144
N 2.789 2.961 0.992 -0.204
C 1.657 2.480 0.459 0.896
C -3.383 -1.429 0.189 -1.056
C -1.561 -2.330 -1.854 -0.932
C -1.203 -3.193 0.857 -1.063
C 0.749 0.042 -3.479 0.113
C 3.244 2.667 2.338 -0.815
H -3.911 -2.391 0.157 0.467
H -2.314 -3.120 -1.972 0.408
H 3.374 3.515 0.373 0.218
H 4.336 2.597 2.323 0.330
H -0.266 -3.632 0.496 0.374
H 1.981 3.501 -1.267 0.231
H -3.495 -0.979 1.182 0.343
H -1.089 -2.897 1.906 0.329
H -0.571 -2.734 -2.084 0.365
H 0.527 2.517 -1.253 -0.167
H -2.020 -3.921 0.764 0.466
H 2.822 1.722 2.692 0.287
H -1.784 -1.522 -2.557 0.317
H -3.794 -0.751 -0.567 0.358
H 2.954 3.471 3.025 0.305
```

Summary:
- LUMO level (spin up / spin down) (Ha) = -0.4056 / -0.4165
- total charge = +2
- max |F| (eV/Å) = 2.63
- calculated total energy (a.u.) = -3818.80206
- HOMO level (spin up / spin down) (eV) = -16.50 / -16.50
- gap between HOMO and LUMO (spin up / spin down) (eV) = 5.460 / 5.170

=====

DFT (ωB97M-V/def2-TZVPD) results for a molecular structure, C6H15ClN2O7PTi.

```
33
Properties=species:S:1:pos:R:3:mulliken_charge:R:1
Ti -0.136 0.457 -0.168 0.674
Cl 0.483 -1.177 -1.861 -0.641
P -1.384 1.682 -2.286 1.333
O -0.217 -2.704 2.183 -0.575
O -0.806 -0.942 0.927 -0.508
O -0.203 2.279 0.634 -0.746
O 1.741 -0.011 0.820 -0.473
O -2.004 0.930 -1.140 -0.630
O 0.096 1.925 -2.166 -0.819
O -0.600 1.396 2.753 -0.482
N -1.423 3.976 -1.071 -0.274
N -0.351 0.307 -4.324 -0.069
C 1.579 1.042 1.823 -0.381
C 1.541 -1.362 1.318 -0.327
C 0.155 1.469 1.628 0.539
C 0.065 -1.737 1.535 0.625
C -1.671 0.857 -3.899 -0.819
C -2.142 3.354 -2.237 -0.720
H -1.536 1.481 2.529 0.304
H -2.049 1.531 -4.667 0.459
H 0.344 1.050 -4.401 0.382
H -3.209 3.333 -2.029 0.378
H 2.328 1.803 1.602 0.335
H 1.955 -2.020 0.555 0.263
H -1.931 3.971 -3.109 0.454
H -2.361 0.024 -3.766 0.379
H 0.023 -0.347 -3.533 0.062
H -1.383 3.355 -0.226 0.335
H -0.430 4.079 -1.307 0.342
H 1.747 0.628 2.816 0.419
H -0.414 -0.199 -5.206 0.398
H 2.097 -1.484 2.247 0.384
H -1.810 4.885 -0.820 0.400
```

Summary:
- LUMO level (spin up / spin down) (Ha) = -0.1201 / -0.1201
- total charge = +1
- max |F| (eV/Å) = 1.08
- calculated total energy (a.u.) = -2524.78747
- HOMO level (spin up / spin down) (eV) = -10.43 / -10.44
- gap between HOMO and LUMO (spin up / spin down) (eV) = 7.159 / 7.172

=====

DFT (ωB97M-V/def2-TZVPD) results for 2 unconnected molecules or ions with the total composition C6H15ClNO.

```
24
Properties=species:S:1:pos:R:3:mulliken_charge:R:1
Cl 3.315 2.216 0.697 -0.124
O 1.271 0.695 0.244 -0.595
N -1.729 0.319 0.004 0.215
C 3.365 -1.253 -0.688 -1.011
C -2.130 -0.127 -1.374 -0.887
C -2.207 -0.793 0.967 -1.003
C 3.185 -0.534 0.691 -0.191
C -2.452 1.688 0.281 -0.829
C 2.451 0.728 0.551 0.337
H 4.405 -1.611 -0.740 0.313
H -1.723 -0.687 1.900 0.389
H 3.157 -0.602 -1.574 0.303
H 2.680 -2.015 -0.745 0.313
H -3.194 -0.514 -1.422 0.354
H 4.177 -0.350 1.006 0.313
H -2.158 0.745 -2.021 0.412
H -1.438 -0.811 -1.935 0.329
H -1.604 2.353 -0.065 0.354
H 2.530 -1.176 1.343 0.219
H -3.258 -0.887 1.055 0.431
H -1.782 -1.748 0.666 0.401
H -2.737 1.894 1.237 0.366
H -0.763 0.547 0.192 0.232
H -3.360 1.923 -0.271 0.361
```

Summary:
- LUMO level (Ha) = -0.0976
- total charge = +1
- max |F| (eV/Å) = 4.56
- calculated total energy (a.u.) = -827.51706
- HOMO level (eV) = -14.07
- gap between HOMO and LUMO (eV) = 11.414

=====

DFT (ωB97M-V/def2-TZVPD) results for 2 unconnected molecules or ions with the total composition C6H15ClNOS.

```
25
Properties=species:S:1:pos:R:3:mulliken_charge:R:1
Cl 0.822 -1.426 -1.120 -0.079
S 1.345 1.788 1.049 1.280
O 1.040 2.990 0.245 -0.693
N -1.790 -1.510 -1.404 0.097
C -3.092 -0.895 -1.635 -0.810
C 2.030 2.348 2.628 -1.087
C 2.795 0.957 0.378 -0.997
C -1.665 -2.953 -1.666 -0.903
C -0.748 -0.779 -1.097 -0.067
C 0.130 0.691 1.147 -1.481
H -0.880 1.081 1.264 0.530
H -2.666 -3.353 -1.728 0.317
H -1.129 -3.141 -2.596 0.360
H -0.819 0.284 -0.863 0.645
H -3.343 -0.217 -0.811 0.347
H 0.365 -0.210 1.706 0.406
H 2.896 2.986 2.421 0.392
H 2.341 1.498 3.241 0.361
H -3.105 -0.318 -2.576 0.344
H -1.146 -3.441 -0.851 0.379
H 2.470 0.409 -0.517 0.220
H 1.283 2.929 3.181 0.345
H -3.839 -1.696 -1.674 0.317
H 3.540 1.723 0.136 0.401
H 3.164 0.256 1.140 0.376
```

Summary:
- LUMO level (Ha) = -0.1610
- total charge = +1
- max |F| (eV/Å) = 2.02
- calculated total energy (a.u.) = -1225.61011
- HOMO level (eV) = -11.50
- gap between HOMO and LUMO (eV) = 7.118